No. 1
DFT (ωB97M-V with the def2-TZVPD basis set) results for a structure of composition C14H42BeNO17.

Total charge = +1
HOMO level = -10.853 eV
Energy above the lowest of the compared OMol25 structures with the same formula, charge and spin = 94.8 kJ/mol
Calculated total energy = -51878.685 eV

Element x y z (Å)
Be -9.3666 14.2613 -22.4219
N -6.7922 15.9903 -20.4968
O -5.8408 15.2506 -20.2758
O -7.7282 15.5708 -21.2139
O -6.7951 17.1772 -20.1560
C -6.5692 20.3112 -18.0674
C -5.7001 21.5925 -18.1714
O -4.3388 21.2105 -18.0737
O -6.8700 19.8706 -19.3832
H -7.4952 20.6158 -17.5714
H -6.1007 19.5793 -17.4079
H -6.1077 22.1836 -17.3475
H -5.9891 22.0406 -19.1216
H -3.9171 21.5735 -18.8575
H -6.6929 18.9442 -19.5631
C -2.7996 13.6776 -21.6415
C -3.0340 13.8548 -23.1402
O -4.4500 13.6401 -23.4366
O -3.1706 14.8715 -20.9503
H -1.7502 13.5220 -21.4015
H -3.4354 12.8526 -21.3213
H -2.5355 13.0933 -23.7432
H -2.7161 14.8321 -23.5028
H -4.6464 13.8850 -24.3437
H -4.1115 14.8706 -20.7418
C -2.2404 17.5688 -19.1372
C -3.5454 17.7012 -18.3513
O -3.2385 17.7177 -16.9514
O -1.5675 16.3542 -18.9427
H -1.5824 18.3907 -18.8467
H -2.3800 17.6846 -20.2181
H -4.2230 16.8707 -18.5582
H -4.1290 18.5997 -18.5709
H -3.0106 18.6208 -16.7102
H -1.9725 15.7340 -19.5618
C -8.3900 19.0364 -22.6145
C -9.3007 20.0281 -23.3652
O -10.4748 19.3693 -23.8651
O -8.9739 18.3687 -21.5062
H -7.4808 19.5557 -22.2952
H -7.9822 18.2886 -23.3038
H -8.6688 20.3459 -24.1906
H -9.6013 20.8198 -22.6802
H -11.0434 19.1226 -23.1317
H -8.2943 17.8379 -21.0584
C -5.8835 11.6873 -19.9663
C -5.1802 10.4723 -19.3490
O -5.8340 10.0091 -18.1741
O -5.9787 12.7249 -19.0370
H -6.8185 11.5350 -20.5243
H -5.2235 11.9102 -20.8154
H -4.2124 10.8562 -19.0152
H -5.0463 9.6700 -20.0772
H -5.2808 9.3474 -17.7510
H -5.9715 13.5937 -19.4589
C -7.0724 15.6421 -17.1612
C -6.4970 16.5090 -16.0079
O -7.5078 17.0072 -15.1140
O -7.5948 14.4096 -16.7305
H -6.2042 15.5197 -17.8101
H -7.7923 16.2336 -17.7362
H -5.9403 17.3643 -16.3988
H -5.8448 15.9294 -15.3518
H -7.0605 17.4862 -14.4124
H -8.4213 14.6576 -16.3015
C -11.7817 16.0641 -21.4178
C -12.0355 14.6654 -20.9097
O -11.5975 13.6867 -21.8863
O -10.3811 16.1981 -21.3490
H -12.3010 16.7691 -20.7681
H -12.1953 16.1342 -22.4263
H -13.1103 14.5729 -20.7471
H -11.5184 14.4997 -19.9638
H -12.1118 12.8907 -21.7096
H -10.1397 17.1438 -21.4869

Atomic forces in eV per Å
Be -0.87 2.32 2.95
N 3.12 0.03 0.06
O -0.57 0.23 0.44
O -3.42 -0.61 -1.75
O -0.73 -1.01 -0.27
C -0.11 1.03 -0.24
C -1.53 -1.99 0.62
O -0.04 0.76 -0.39
O -0.06 -0.16 -0.33
H -0.23 -0.18 -0.13
H 0.22 -0.17 -0.29
H 0.96 0.59 0.13
H 0.35 0.25 0.00
H 0.35 -0.07 0.17
H 0.19 0.14 0.61
C -0.75 0.93 -0.61
C -0.53 -0.74 -0.79
O 0.04 0.33 0.84
O 0.19 -0.06 0.14
H -0.02 -0.28 -0.20
H 0.32 -0.24 0.17
H 0.53 -0.03 0.33
H 0.01 0.13 0.27
H 0.34 0.07 -0.05
H 0.20 -0.02 -0.14
C -0.19 0.51 -0.68
C 0.29 0.10 0.49
O -0.45 -0.26 -0.09
O 0.00 -0.19 0.30
H 0.10 -0.09 0.21
H -0.46 0.25 -0.03
H 0.21 -0.30 0.19
H 0.34 0.19 -0.46
H 0.02 0.01 -0.06
H -0.02 -0.20 0.05
C 1.03 0.13 -0.54
C -0.09 -1.79 1.33
O 0.48 0.05 -0.44
O -1.09 0.08 -0.04
H -0.23 0.35 0.30
H -0.42 -0.11 -0.33
H -0.49 0.42 -0.18
H 0.22 0.34 -0.23
H 0.08 0.27 0.15
H 0.18 0.35 0.12
C 0.85 -0.24 -0.76
C -0.37 0.53 0.90
O -0.55 -0.04 -0.39
O -0.03 -0.08 0.26
H -0.51 -0.59 0.60
H 0.27 0.42 0.07
H 0.25 -0.01 -0.41
H -0.05 0.08 -0.19
H 0.04 0.03 -0.01
H -0.01 -0.30 -0.10
C 1.06 1.34 1.01
C -0.38 -0.02 0.57
O -0.62 -0.12 -0.66
O -0.32 0.34 -0.27
H -0.06 -0.61 -0.03
H -0.25 0.04 0.10
H 0.14 -0.19 -0.32
H 0.39 -0.36 -0.64
H -0.02 -0.03 0.04
H 0.03 -0.35 0.27
C -0.52 -1.32 0.29
C -0.86 0.68 0.56
O 1.52 0.84 -0.38
O 0.29 -1.42 -1.17
H 0.21 0.11 0.07
H 0.19 0.28 -0.13
H 0.01 -0.40 -0.14
H 0.03 0.00 -0.05
H 0.44 -0.52 -0.29
H 1.35 0.55 -0.39

No. 2
DFT (ωB97M-V with the def2-TZVPD basis set) results for a structure of composition C14H42F2InO7S7.

Total charge = +1
HOMO level = -10.542 eV
Energy above the lowest of the compared OMol25 structures with the same formula, charge and spin = 793.4 kJ/mol
Calculated total energy = -115961.546 eV

Element x y z (Å)
In 0.5641 1.1549 -1.9894
F -2.3206 3.3011 -5.4304
F 4.9807 3.3772 -2.6533
C -0.3509 -5.3324 -6.5968
S -1.5006 -4.4676 -5.4450
O -0.5271 -3.6727 -4.6178
C -2.2090 -3.3379 -6.6829
H 0.1185 -6.1702 -6.0813
H 0.4433 -4.6827 -6.9645
H -1.0424 -5.6463 -7.3787
H -3.1313 -3.8334 -6.9862
H -1.5327 -3.0984 -7.5035
H -2.4894 -2.4328 -6.1441
C -2.0509 4.0985 5.1835
S -3.1906 3.3328 3.9157
O -2.4515 2.2584 3.1142
C -4.2730 2.4420 5.1278
H -1.6054 3.2633 5.7239
H -2.6579 4.7743 5.7860
H -1.2484 4.6391 4.6817
H -5.0766 1.8449 4.6968
H -4.7703 3.1608 5.7790
H -3.7267 1.8523 5.8639
C -6.9648 -2.0005 0.1273
S -6.7957 -0.6667 -1.1258
O -5.3600 -0.6739 -1.6326
C -7.9478 -1.3375 -2.4401
H -7.1188 -3.0478 -0.1325
H -7.9006 -1.8635 0.6692
H -6.1442 -1.9263 0.8409
H -9.0030 -1.4558 -2.1935
H -7.5240 -2.2236 -2.9126
H -7.9386 -0.6357 -3.2741
C -0.8673 9.5738 -1.2371
S 0.5748 8.4436 -1.2553
O 0.1624 6.9621 -1.3000
C 1.0191 8.8989 -3.0183
H -1.4455 9.4280 -0.3246
H -1.5573 9.5175 -2.0790
H -0.4030 10.5553 -1.1418
H 2.0081 8.5406 -3.3040
H 1.0664 9.9852 -3.0951
H 0.2410 8.4956 -3.6664
C 0.8268 -2.9877 4.7508
S -0.1289 -3.8451 3.4364
O 0.4052 -3.2446 2.1552
C 0.7263 -5.4945 3.5100
H 1.8787 -3.2170 4.5804
H 0.6234 -3.3922 5.7424
H 0.7295 -1.9020 4.7527
H 0.4510 -6.0565 2.6175
H 0.2904 -6.0553 4.3367
H 1.8107 -5.4714 3.6179
C 5.7792 -3.8828 -3.8846
S 5.6892 -3.7916 -2.0869
O 4.6256 -2.8100 -1.7039
C 4.8555 -5.3596 -1.8642
H 6.3979 -4.6886 -4.2794
H 6.2553 -2.9856 -4.2800
H 4.7737 -3.9939 -4.2905
H 5.1857 -5.8638 -0.9560
H 5.0506 -5.9696 -2.7462
H 3.7737 -5.3582 -1.7302
C 6.1342 0.8931 3.6382
S 4.8637 2.2534 3.8509
O 3.5961 1.7913 3.2096
C 4.5842 2.0915 5.6867
H 6.4318 0.8301 2.5915
H 5.6960 -0.0737 3.8862
H 6.9972 1.0788 4.2776
H 4.3389 1.0691 5.9742
H 3.8078 2.7630 6.0531
H 5.4980 2.2791 6.2505

Atomic forces in eV per Å
In 0.02 0.04 -0.03
F 0.15 -0.07 0.15
F -0.19 -0.06 0.03
C -1.08 -0.21 0.22
S 2.39 0.73 -0.41
O -0.80 -0.05 0.22
C -0.35 -0.23 0.52
H -0.32 -0.04 0.00
H -0.39 0.36 0.10
H 0.48 -0.40 -0.33
H 0.05 0.12 -0.45
H -0.05 -0.16 0.11
H 0.09 -0.04 0.04
C -0.34 -0.87 -0.76
S 0.47 -1.51 -0.19
O -0.73 1.54 1.32
C 0.06 0.52 0.80
H -0.14 0.16 0.28
H 0.11 -0.16 0.10
H -0.27 0.00 -0.21
H 0.43 0.08 -0.56
H -0.06 0.54 -0.31
H 0.49 -0.30 -0.51
C -0.69 -0.24 0.44
S 0.68 -0.88 -0.46
O -1.96 -0.29 0.33
C 0.84 0.29 -0.73
H 0.72 0.04 -1.03
H -0.05 0.82 0.14
H 0.04 0.22 -0.23
H 0.27 -0.10 0.69
H 0.02 -0.35 0.57
H 0.18 0.51 0.27
C 0.02 -0.14 0.80
S -0.83 -1.59 -1.81
O 0.42 2.38 0.18
C 0.24 0.07 0.60
H 0.16 -0.26 0.05
H 0.41 -0.23 -0.20
H -0.06 0.09 -0.24
H -0.17 -0.37 0.28
H -0.22 0.02 0.16
H 0.04 -0.06 0.15
C 0.63 -0.75 0.26
S 1.84 0.18 -1.04
O -0.72 -0.23 0.85
C -0.79 0.03 0.60
H 0.04 0.06 -0.32
H -0.44 0.01 -0.01
H -0.51 -0.19 -0.33
H -0.02 0.41 -0.18
H 0.07 0.05 0.23
H -0.10 0.46 -0.09
C 0.09 0.34 -0.74
S -1.18 -0.02 0.25
O 0.64 0.32 -0.34
C 0.04 -1.50 0.12
H 0.02 -0.31 0.56
H -0.26 0.26 0.27
H -0.06 0.14 0.09
H 0.50 0.03 -0.15
H 0.21 -0.25 0.24
H -0.05 1.04 -0.32
C -0.58 0.19 0.19
S -0.09 -1.02 0.75
O 0.53 0.14 0.14
C 0.61 -0.44 0.01
H -0.07 0.43 0.04
H -0.26 0.15 0.21
H -0.06 0.19 -0.06
H -0.34 -0.12 -0.51
H 0.03 0.07 -0.50
H 0.22 0.42 -0.32

No. 3
DFT (ωB97M-V with the def2-TZVPD basis set) results for a structure of composition C14H42Li2N16O16.

HOMO level = -4.886 eV
Energy above the lowest of the compared OMol25 structures with the same formula, charge and spin = 1626.2 kJ/mol
Calculated total energy = -72205.504 eV

Element x y z (Å)
Li -3.8430 3.0712 -2.9211
Li 1.0477 -2.8592 8.4212
C 0.7710 0.8337 0.7070
C -0.4683 1.4026 0.2410
C -1.7332 1.3398 1.2483
O -2.7642 1.7912 0.8100
C -1.5489 0.5666 2.4766
C -0.3681 -0.0242 2.7750
C 0.8222 0.1010 1.8327
O 2.0354 -0.4161 1.9720
O -0.3319 -0.6812 3.8518
O -0.6329 1.7435 -0.9594
H 1.7073 1.0058 0.1969
H -2.3454 0.6882 3.1957
C -9.4116 -0.7982 0.1304
O -8.7182 -1.4163 -0.6826
N -9.0995 0.0678 1.0297
N -10.7182 -0.8201 0.0912
H -8.1517 0.3369 1.2518
H -9.8692 0.5639 1.4556
H -11.2096 -1.5324 -0.4296
H -11.1431 0.0554 0.3616
C -2.2473 5.4485 -7.7420
O -2.4926 5.2574 -6.5328
N -2.6195 4.5712 -8.5877
N -1.6021 6.4078 -8.3368
H -1.8666 4.4159 -9.2428
H -3.1795 3.8440 -8.1662
H -1.1721 7.0387 -7.6755
H -1.7105 6.5549 -9.3301
C 6.2855 6.6728 1.1578
O 5.8284 7.7656 1.0597
N 5.6654 5.6204 0.8595
N 7.3891 6.3973 1.7249
H 4.7140 5.8163 0.5828
H 5.8818 4.8312 1.4516
H 7.7283 5.4483 1.6588
H 7.8029 7.2150 2.1495
C -2.9460 -5.6576 0.5689
O -3.3838 -6.6589 0.0229
N -2.1732 -5.5898 1.5616
N -3.2007 -4.4125 0.2601
H -1.6687 -6.4273 1.8147
H -1.8150 -4.7110 1.9075
H -3.9776 -4.3361 -0.3807
H -2.6404 -3.6849 0.6806
C 5.1805 -5.8357 5.0950
O 5.2571 -6.7195 5.9241
N 4.7184 -6.1540 3.9732
N 5.5857 -4.6194 5.3810
H 4.2494 -7.0472 3.9251
H 4.7643 -5.4530 3.2475
H 5.7929 -4.4812 6.3598
H 5.5298 -3.9217 4.6528
C 8.6902 1.5638 -1.4540
O 8.9522 1.8213 -0.3833
N 8.8637 2.3824 -2.4529
N 7.8695 0.6386 -1.8304
H 9.3109 3.2814 -2.3437
H 8.5543 2.1219 -3.3784
H 7.8891 0.3439 -2.7963
H 7.3505 0.1235 -1.1337
C 3.1331 -4.8076 -2.8918
O 3.3592 -5.6980 -3.6197
N 3.9909 -4.3843 -1.9442
N 2.0411 -4.1511 -2.9770
H 3.7819 -3.5197 -1.4658
H 4.8565 -4.8507 -1.7133
H 1.6794 -3.5904 -2.2188
H 1.3595 -4.4657 -3.6526
C -4.3297 -5.3303 6.7318
O -4.9597 -5.2500 7.7784
N -4.6253 -4.5559 5.6700
N -3.3896 -6.1546 6.5165
H -4.2563 -4.7976 4.7614
H -5.3906 -3.9101 5.8015
H -3.1519 -6.2730 5.5420
H -3.3687 -7.0160 7.0434
O 1.8696 5.9113 -3.2737
H 1.3701 6.5926 -2.8237
H 1.4067 5.0990 -3.0682
O -4.3466 6.9142 1.1219
H -3.4422 7.1782 1.2908
H -4.3608 5.9749 1.3060
O 1.0300 0.7119 -6.5440
H 0.7785 -0.2114 -6.5222
H 0.9894 0.9933 -5.6300
O -6.9135 4.7217 -2.4862
H -6.9126 4.4215 -1.5773
H -7.3833 5.5554 -2.4632

Atomic forces in eV per Å
Li 0.37 -0.05 0.41
Li -0.09 0.12 -0.32
C -2.72 2.76 -1.84
C 0.64 -1.18 -0.57
C 2.60 -2.00 0.07
O -2.11 1.21 -0.30
C -1.85 3.23 -2.97
C 0.72 -1.67 2.07
C 4.76 -1.79 0.78
O -3.11 -0.06 1.68
O 1.27 -0.39 -0.03
O -0.46 0.55 0.94
H -0.18 -0.18 -0.41
H -0.03 -0.50 0.20
C 1.38 -2.17 -3.99
O 0.41 0.07 1.31
N 2.94 3.34 3.49
N -4.59 -0.79 -0.55
H -0.24 -0.07 -0.22
H 0.84 -0.11 0.42
H 0.10 0.56 -0.11
H -0.82 -0.81 -0.34
C -0.82 -0.26 4.95
O 0.45 1.49 -0.35
N -1.78 -3.92 -3.76
N 1.98 3.14 0.58
H -0.76 -1.01 -0.43
H 0.51 -0.39 -0.56
H 0.14 0.50 -0.80
H 0.22 0.34 0.51
C -0.59 2.66 0.63
O -1.12 3.92 -0.77
N -4.45 -5.71 -2.37
N 5.40 0.09 2.48
H -0.03 -0.71 0.02
H -0.75 -0.22 -0.53
H 0.72 0.68 0.44
H 0.81 -0.75 0.05
C -2.31 -1.00 -3.03
O -0.14 -0.24 -0.03
N 5.35 -2.29 6.39
N -2.35 2.58 -2.69
H 0.00 0.20 0.14
H 0.03 -0.50 0.02
H 0.36 1.05 0.00
H -0.89 0.35 -0.74
C 1.43 -1.64 4.65
O 0.04 -1.31 2.56
N -2.07 0.16 -6.22
N 0.48 2.36 -0.30
H 0.31 0.33 -0.48
H -0.65 -0.69 -0.46
H 0.23 0.42 -0.55
H 0.17 0.44 0.79
C -2.18 0.67 -4.36
O 2.91 1.58 9.31
N 2.00 3.32 -4.33
N -2.86 -5.11 -1.10
H 0.09 -0.46 0.07
H 0.12 0.48 0.28
H -0.50 -0.26 0.49
H 0.38 -0.18 -0.33
C 2.60 -0.10 1.65
O 1.47 -4.06 -3.02
N 0.97 1.14 1.79
N -5.30 3.37 0.02
H 0.27 -0.24 0.06
H -0.44 -0.01 -0.45
H 0.12 -0.01 -0.19
H 0.28 -0.02 0.19
C -4.64 2.89 1.50
O 0.12 0.13 0.49
N -0.28 0.99 -0.75
N 4.70 -4.41 -1.36
H -0.42 0.51 0.09
H 0.25 -0.17 -0.39
H 0.33 -0.25 0.22
H -0.02 0.31 0.16
O 0.15 0.08 -0.20
H -0.07 0.19 0.13
H -0.07 -0.29 0.10
O -0.26 0.13 -0.18
H 0.24 0.08 0.06
H 0.05 -0.28 0.12
O -0.03 0.14 -0.25
H -0.02 -0.25 -0.01
H 0.04 0.11 0.28
O 0.38 -0.36 -0.18
H -0.12 -0.05 0.31
H -0.07 0.28 -0.08

> The highest calculated total energy belongs to which entry?

C14H42BeNO17